Entry 1:
The following is a DFT calculation (ωB97M-V/def2-TZVPD) of C28H24Cl2N2O4ReS as an isolated structure.

## Properties
HOMO level (alpha / beta): -13.855 / -13.828 eV
2S+1: 2
DFT total energy: -2888.108329 hartree
largest force on an atom: 0.43 eV/Å
charge: +2
gap between HOMO and LUMO (alpha / beta): 6.5 / 6.5 eV

Last column: Löwdin charge in e.
Cartesian coordinates (Å):
Re: 0.1753 -0.6996 0.7146  1.459
C: -2.4104 2.0630 2.8338  -0.030
O: -2.5292 1.1238 3.9081  -0.041
C: -1.4421 0.4686 4.3549  -0.220
C: -1.3698 0.2297 5.7288  0.058
C: -0.3173 -0.4616 6.3024  -0.023
C: 0.7106 -0.9416 5.5109  -0.002
C: 0.6570 -0.7544 4.1294  -0.149
C: 1.7134 -1.2876 3.3159  -0.001
N: 1.6613 -1.3437 2.0267  -0.151
N: 2.8294 -1.7641 1.3928  0.129
C: 2.8344 -1.3341 0.1813  -0.357
O: 1.7862 -0.5655 -0.2379  -0.237
C: 3.8932 -1.5825 -0.7892  -0.163
C: 5.0242 -2.3036 -0.3991  -0.009
C: 6.0262 -2.5481 -1.3189  -0.045
C: 5.9048 -2.0801 -2.6225  -0.042
C: 4.7803 -1.3647 -3.0105  -0.053
C: 3.7720 -1.1120 -2.0963  -0.017
C: -0.4180 -0.0459 3.5657  -0.210
O: -0.4873 0.1127 2.2020  -0.262
H: -3.2247 2.7681 2.9717  0.107
H: -2.5228 1.5668 1.8693  0.071
H: -1.4573 2.5911 2.8863  0.109
H: -2.1738 0.6250 6.3362  0.142
H: -0.2971 -0.6108 7.3726  0.126
H: 1.5501 -1.4678 5.9455  0.129
H: 2.6210 -1.6549 3.7860  0.156
H: 5.1147 -2.6625 0.6168  0.118
H: 6.9053 -3.1025 -1.0211  0.118
H: 6.6933 -2.2754 -3.3368  0.119
H: 4.6925 -1.0048 -4.0264  0.113
H: 2.8950 -0.5540 -2.3967  0.103
Cl: -1.7374 -3.0563 2.4078  0.665
C: -0.6479 -3.8736 1.3311  -0.845
Cl: -0.3999 -2.8693 -0.1861  0.677
H: -1.0735 -4.8046 0.9725  0.054
H: 0.3375 -3.9880 1.7673  0.043
O: -1.1064 -0.0565 -0.6679  -0.690
S: -1.1209 1.4720 -1.1365  1.142
C: -0.5654 1.4007 -2.7979  -0.392
C: -1.3667 0.9208 -3.8316  -0.041
C: -0.8326 0.8645 -5.1049  -0.034
C: 0.4739 1.2904 -5.3331  -0.029
C: 1.2580 1.7744 -4.2958  -0.049
C: 0.7399 1.8336 -3.0110  -0.080
C: -2.8484 1.8162 -1.2227  -0.418
C: -3.1943 3.1622 -1.1994  -0.068
C: -4.5360 3.5005 -1.2754  -0.040
C: -5.4990 2.5024 -1.3543  -0.034
C: -5.1320 1.1623 -1.3601  -0.039
C: -3.7944 0.8032 -1.2979  -0.073
H: -2.3873 0.6143 -3.6455  0.118
H: -1.4358 0.5028 -5.9260  0.123
H: 0.8770 1.2554 -6.3365  0.123
H: 2.2647 2.1192 -4.4882  0.121
H: 1.3332 2.2231 -2.1925  0.117
H: -2.4367 3.9334 -1.1260  0.122
H: -4.8284 4.5412 -1.2648  0.123
H: -6.5452 2.7717 -1.4062  0.122
H: -5.8900 0.3932 -1.4163  0.121
H: -3.4967 -0.2362 -1.2986  0.114



Entry 2:
The following is a DFT calculation (ωB97M-V/def2-TZVPD) of C18H26N6O4Sr as an isolated structure.

## Properties
HOMO level: -5.917 eV
DFT total energy: -1361.809094 hartree
largest force on an atom: 1.73 eV/Å
charge: 0
gap between HOMO and LUMO: 5.4 eV

Last column: Löwdin charge in e.
Cartesian coordinates (Å):
Sr: -1.7242 -0.0756 -0.9831  1.691
C: -5.1430 -1.8468 1.3504  -0.045
C: -4.3091 -0.7561 0.7088  -0.509
O: -3.6479 -1.0995 -0.3423  -0.303
C: -4.3096 0.4948 1.2986  -0.049
C: -3.5431 1.6839 0.9562  -0.357
C: -3.5313 2.7954 1.9667  -0.046
N: -2.8643 1.7636 -0.1403  -0.147
N: -1.9861 2.8730 -0.2586  0.054
C: -1.1079 2.7433 -1.2197  -0.518
O: -0.9498 1.7721 -2.0548  -0.287
C: -0.1257 3.8789 -1.3101  -0.145
C: -0.2675 5.0409 -0.5565  -0.037
C: 0.6594 6.0637 -0.6666  -0.097
C: 1.7438 5.9404 -1.5274  -0.112
C: 1.8898 4.7854 -2.2801  -0.099
C: 0.9570 3.7621 -2.1739  -0.036
H: -4.8821 -2.8008 0.8954  0.068
H: -6.2082 -1.6712 1.1886  0.078
H: -4.9858 -1.8995 2.4277  0.073
H: -4.9029 0.5840 2.2001  0.086
H: -4.2965 2.6353 2.7235  0.064
H: -3.6816 3.7596 1.4839  0.072
H: -2.5577 2.8472 2.4566  0.082
H: -1.1110 5.1249 0.1135  0.102
H: 0.5338 6.9641 -0.0782  0.095
H: 2.4655 6.7424 -1.6133  0.092
H: 2.7279 4.6815 -2.9583  0.093
H: 1.0454 2.8599 -2.7627  0.104
N: -0.1958 -2.3372 -1.4956  0.017
C: -0.0684 -2.3328 -0.0259  -0.296
C: 0.8529 -3.4114 0.6229  -0.127
C: 1.6660 -4.3322 -0.2861  -0.168
C: 2.8160 -3.6666 -1.0603  -0.153
N: 3.2350 -2.4158 -0.4407  0.081
C: 4.0809 -2.2887 0.5559  -0.450
N: 4.0689 -1.1441 1.2399  0.213
N: 4.9469 -3.2602 0.8926  0.205
C: 0.3818 -0.8893 0.3937  -0.700
O: 1.5073 -0.5267 -0.0399  -0.030
O: -0.4317 -0.1902 1.0082  -0.077
H: -0.4780 -3.2352 -1.8657  0.091
H: 0.6660 -2.0436 -1.9398  0.078
H: -1.0774 -2.4746 0.3677  0.129
H: 0.2256 -4.0576 1.2396  0.118
H: 1.5331 -2.9223 1.3272  0.112
H: 1.0207 -4.8295 -1.0158  0.109
H: 2.0657 -5.1365 0.3348  0.109
H: 2.5114 -3.4242 -2.0795  0.117
H: 3.6656 -4.3425 -1.1794  0.108
H: 2.5042 -1.6695 -0.4460  0.078
H: 3.2630 -0.5291 1.1188  0.118
H: 4.6148 -1.0525 2.0776  0.123
H: 5.0591 -4.0613 0.2984  0.107
H: 5.6791 -3.0733 1.5532  0.120



Entry 3:
The following is a DFT calculation (ωB97M-V/def2-TZVPD) of C3H9NS2 as an isolated structure.

## Properties
HOMO level: -9.155 eV
DFT total energy: -970.720168 hartree
largest force on an atom: 5.47 eV/Å
charge: 0
gap between HOMO and LUMO: 9.3 eV

Last column: Löwdin charge in e.
Cartesian coordinates (Å):
C: 0.0536 0.5371 0.2559  -0.644
C: -1.5251 0.2899 0.4856  -0.532
C: 0.8400 -0.8433 0.1866  -0.464
H: 0.0611 0.5744 -1.5201  0.150
H: 1.3194 1.6656 -0.7752  0.069
H: 0.3536 0.9327 1.2626  0.134
H: -1.8980 1.2877 0.7002  0.063
H: -1.4958 -0.0997 1.5771  0.092
H: -2.8029 0.0871 -1.6150  -0.108
H: 0.8919 -1.1261 1.2599  0.072
H: 0.4374 -1.5454 -0.4616  0.008
H: 3.3705 -1.7959 0.4505  0.024
N: 0.2970 1.3884 -0.7653  -0.008
S: -2.5657 -0.8268 -0.5588  0.646
S: 2.6629 -0.5258 -0.4824  0.496



Entry 4:
The following is a DFT calculation (ωB97M-V/def2-TZVPD) of one molecule with the formula C10H15BO2.

## Properties
HOMO level (alpha / beta): -4.323 / -9.072 eV
2S+1: 3
DFT total energy: -565.222925 hartree
largest force on an atom: 6.03 eV/Å
charge: 0
gap between HOMO and LUMO (alpha / beta): 4.6 / 6.8 eV

Last column: Löwdin charge in e.
Cartesian coordinates (Å):
B: 0.5433 2.3319 -1.1643  -0.439
C: -0.0054 -3.1481 2.3500  -0.098
C: -0.8647 -3.1810 1.2853  -0.114
C: 0.6692 -1.9145 2.6811  -0.085
C: -1.0545 -2.0607 0.4693  -0.062
C: 0.4422 -0.8475 1.9016  -0.065
C: -0.4316 -0.8806 0.7905  -0.295
C: -0.6723 3.0900 -1.8203  0.023
C: 0.2284 -0.3390 -2.0984  -0.020
C: -0.7383 0.4250 0.2223  -0.061
C: 0.4809 0.7180 -0.9537  -0.375
O: 1.5067 2.8934 -0.3883  0.159
O: 1.7265 0.2801 -0.4188  -0.077
H: 0.0770 -4.0533 3.0643  0.128
H: -1.4773 -4.1170 1.0476  0.125
H: 1.3561 -1.8989 3.4749  0.082
H: -1.8528 -2.0080 -0.3183  0.126
H: 1.0304 0.1091 2.0602  0.135
H: -0.5732 3.1385 -2.8324  0.026
H: -0.7206 4.1717 -1.3480  0.116
H: -1.5788 2.6013 -1.7029  0.035
H: 0.5895 -1.3155 -1.6865  0.086
H: -0.8991 -0.4636 -2.2740  0.104
H: 0.9283 -0.1659 -2.9378  0.083
H: -1.7169 0.5719 -0.2082  0.103
H: -0.6020 1.1745 1.0781  0.136
H: 1.4369 3.8311 -0.3608  0.094
H: 2.1719 1.0572 0.0872  0.133